71
Properties=species:S:1:pos:R:3:forces:R:3 method="wB97M-V/def2-TZVPD" spin_multiplicity=1 homo_energy_ev=-6.36 e_above_lowest_kj_mol=424.7 energy_ha=-6047.64706 fmax_ev_per_a=10.4 charge=-1 homo_lumo_gap_ev=6.653
Li 2.86032 -0.51137 1.48488 0.7 -0.7 -0.6
Li -1.48747 0.85353 -0.23971 -1.7 -0.3 -0.7
Li 0.45463 1.00616 1.06099 0.8 0.0 0.8
N -3.38783 -5.42033 -2.94520 -4.2 -1.6 2.1
S -4.85429 -6.03462 -2.26507 -1.4 -1.7 -2.2
O -5.79446 -5.13194 -1.58290 2.0 -1.7 -0.6
O -4.63558 -7.40075 -1.80413 -0.7 2.0 -0.5
F -5.62180 -6.14211 -3.70633 0.5 -0.5 0.7
S -3.22028 -4.39629 -1.77787 3.8 3.2 0.6
O -3.01229 -4.92629 -0.42867 -0.6 0.8 -1.7
O -3.89473 -3.13091 -1.97018 0.2 -0.8 0.8
F -1.74135 -4.05165 -2.32725 0.3 0.1 0.8
N -0.72324 2.38151 0.58647 -0.6 0.0 4.9
S -1.27875 3.03344 2.09423 -2.8 -0.8 7.0
O -2.69685 3.30734 2.23920 1.6 0.4 -1.9
O -0.41400 3.87207 2.92872 -0.7 -2.1 -2.9
F -1.34143 1.60974 2.83562 1.4 -0.2 -0.8
S -0.81672 3.74206 -0.07539 -1.7 5.8 -8.5
O 0.08722 4.79260 0.31416 -1.2 -1.1 0.3
O -2.22527 4.09363 -0.48003 4.3 -0.9 1.3
F -0.08833 3.22288 -1.45163 -0.6 0.3 0.7
N -0.02608 -0.36861 -0.16025 1.2 -4.0 1.3
S 0.13084 -1.90509 0.57339 -2.6 -1.1 7.9
O 1.44493 -2.09863 1.17056 -0.5 0.3 -1.6
O -0.76646 -3.02040 0.32086 2.4 2.3 -0.9
F -0.63936 -1.28503 1.93226 0.7 -0.1 -1.0
S 0.08814 -1.08074 -1.54213 -0.5 0.3 -9.8
O -1.17138 -1.47843 -2.13895 1.7 0.0 1.9
O 1.30561 -1.83659 -1.90092 -2.4 0.9 2.1
F 0.29959 0.25995 -2.33073 0.8 1.2 -0.4
N 1.98735 0.93997 2.41294 2.6 5.1 -1.3
S 1.94564 0.93907 3.96745 -3.7 -5.0 5.6
O 0.74358 1.47317 4.54183 1.7 0.7 -0.4
O 3.16452 0.85220 4.73317 -0.4 1.1 -1.5
F 1.52776 -0.60122 3.83271 0.1 -1.1 0.8
S 2.87192 2.44770 2.37279 1.3 3.7 -4.8
O 4.22343 2.31149 1.89693 -0.5 -1.1 1.4
O 2.55776 3.57534 3.21703 -0.1 -2.6 0.1
F 2.23371 2.92744 0.96721 -0.7 -0.5 0.3
C 6.17210 0.07491 1.82994 0.6 0.0 -0.1
O 5.08380 -0.59255 1.20716 -1.0 0.8 0.4
C 5.35843 -0.92348 -0.16539 -1.8 -0.8 1.1
C 3.95206 -1.29240 -0.79797 1.8 1.2 0.3
O 3.05167 -0.16150 -0.58970 0.7 -1.6 0.1
C 3.40802 1.03691 -1.24665 -0.4 0.8 0.1
H 6.01869 0.56618 2.79077 -1.1 -0.5 0.0
H 6.47790 0.91436 1.20550 0.4 -0.2 -0.3
H 6.94275 -0.67776 1.99632 0.5 0.2 -0.2
H 6.02288 -1.78348 -0.08176 0.2 -0.1 -0.8
H 5.81227 -0.07978 -0.68531 0.1 0.0 0.0
H 3.51514 -2.20567 -0.39408 -0.1 0.4 0.4
H 4.17385 -1.52402 -1.83973 -0.5 0.4 -0.3
H 4.17943 1.59050 -0.71133 0.2 -0.1 0.0
H 2.51396 1.65966 -1.21582 0.0 0.0 -0.1
H 3.67714 0.93393 -2.29788 0.1 -0.5 0.0
C -3.87303 -0.25649 1.59617 1.2 -0.4 1.5
O -3.20346 0.23044 0.44262 -1.2 0.5 -0.9
C -4.10944 1.02408 -0.38106 1.6 -0.4 -0.7
C -3.61139 1.03011 -1.84846 -2.1 -0.6 1.3
O -2.31216 1.52087 -1.94731 0.4 0.7 -0.3
C -2.10994 2.09514 -3.23001 1.4 0.1 -1.0
H -3.57201 -1.29120 1.76009 -0.3 -0.1 -0.3
H -4.95750 -0.15300 1.63218 0.1 0.0 -0.6
H -3.47925 0.27564 2.46211 -0.1 0.2 0.1
H -4.06104 2.05156 -0.02044 -0.3 0.1 0.2
H -5.11032 0.59424 -0.34114 0.1 0.1 -0.1
H -4.37786 1.66969 -2.28614 0.3 0.5 -0.6
H -3.71703 0.05719 -2.32840 0.2 -0.3 0.1
H -2.30492 1.37846 -4.02779 -0.6 -0.1 0.1
H -1.06987 2.35664 -3.42485 0.3 -0.4 0.8
H -2.57989 3.06054 -3.41769 -0.9 -0.2 0.5